1) Density functional theory data (the ωB97M-V functional and the def2-TZVPD basis) for a structure of composition C17H24IrN3O2Si.

The value obtained for the HOMO energy (alpha / beta) is -14.089 / -14.055 eV. The value obtained for the frontier orbital gap (alpha / beta) is 5.72 / 5.85 eV. The charge is +2.

Structure (XYZ):
```
48
C17H24IrN3O2Si, DFT the ωB97M-V functional and the def2-TZVPD basis
Ir -1.121 -0.370 0.375
O -4.979 -0.594 -0.413
C -3.815 -0.353 -0.368
O -2.950 -0.999 0.444
C -3.175 0.747 -1.192
C -3.926 1.458 -2.116
C -3.341 2.538 -2.725
C -2.032 2.919 -2.381
C -1.427 4.064 -2.954
C -0.163 4.427 -2.598
C 0.549 3.650 -1.660
C 0.002 2.532 -1.094
C -1.307 2.144 -1.438
N -1.909 1.039 -0.880
H -4.943 1.147 -2.308
H -3.886 3.123 -3.455
H -1.992 4.641 -3.674
H 0.298 5.305 -3.029
H 1.553 3.944 -1.385
H 0.574 1.943 -0.396
N -2.505 -3.518 4.686
C -1.275 -2.938 4.027
C -1.695 -2.083 2.836
N -0.542 -1.542 2.089
H -2.253 -4.108 5.485
H -3.043 -4.099 4.036
H -3.132 -2.787 5.033
H -0.657 -3.784 3.728
H -0.749 -2.369 4.792
H -2.309 -1.240 3.157
H -2.295 -2.659 2.132
H 0.056 -2.300 1.765
H 0.043 -0.939 2.662
C 4.682 0.060 0.626
Si 3.749 -0.590 -0.843
C 3.933 0.496 -2.336
C 4.109 -2.379 -1.192
C 1.916 -0.546 -0.377
C 0.716 -0.477 -0.073
H 5.751 0.052 0.403
H 4.525 -0.555 1.513
H 4.404 1.088 0.863
H 4.978 0.506 -2.654
H 3.641 1.526 -2.127
H 3.337 0.133 -3.174
H 5.159 -2.481 -1.474
H 3.508 -2.762 -2.018
H 3.939 -3.010 -0.318
```


2) Density functional theory data (the ωB97M-V functional and the def2-TZVPD basis) for a structure of composition C17H24IrN3O2Si.

The value obtained for the HOMO energy (alpha / beta) is -14.177 / -14.177 eV. The value obtained for the frontier orbital gap (alpha / beta) is 6.93 / 6.93 eV. The charge is +2.

Structure (XYZ):
```
48
C17H24IrN3O2Si, DFT the ωB97M-V functional and the def2-TZVPD basis
Ir -1.147 0.290 0.948
O -4.435 -1.012 -0.712
C -3.450 -0.414 -0.434
O -2.742 -0.698 0.708
C -2.874 0.729 -1.223
C -3.482 1.165 -2.394
C -2.923 2.234 -3.047
C -1.781 2.866 -2.522
C -1.181 3.986 -3.152
C -0.088 4.580 -2.599
C 0.460 4.087 -1.391
C -0.085 3.007 -0.761
C -1.216 2.375 -1.318
N -1.789 1.296 -0.707
H -4.367 0.653 -2.745
H -3.357 2.606 -3.966
H -1.612 4.357 -4.072
H 0.367 5.436 -3.078
H 1.323 4.578 -0.962
H 0.343 2.629 0.158
N -2.177 -3.918 4.382
C -1.123 -2.879 4.083
C -1.623 -1.941 2.988
N -0.612 -0.932 2.610
H -1.859 -4.566 5.109
H -2.403 -4.477 3.554
H -3.048 -3.494 4.713
H -0.228 -3.420 3.780
H -0.921 -2.359 5.018
H -2.522 -1.414 3.310
H -1.884 -2.498 2.088
H 0.253 -1.382 2.300
H -0.361 -0.355 3.411
C 4.505 -0.236 0.495
Si 3.366 -0.733 -0.889
C 3.517 0.376 -2.371
C 3.498 -2.537 -1.321
C 1.619 -0.488 -0.218
C 0.507 -0.182 0.187
H 5.544 -0.329 0.173
H 4.373 -0.871 1.372
H 4.345 0.802 0.791
H 4.513 0.290 -2.809
H 3.362 1.422 -2.099
H 2.789 0.110 -3.138
H 4.486 -2.748 -1.735
H 2.757 -2.821 -2.070
H 3.364 -3.172 -0.444
```


Which structure is most stable? 2), by 13.8 kcal/mol over the runner-up.